The following is a DFT calculation (ωB97M-V/def2-TZVPD) of a 2-piece molecular cluster, C8H21P2 overall at a distorted geometry.

- Total charge: +1
- 2S+1: 1
- Highest occupied orbital energy (alpha / beta): -13.0 / -11.3 eV

XYZ file:
```
31
C8H21P2 | the Open Molecules 2025 dataset | ωB97M-V/def2-TZVPD
C 0.14 2.19 1.09
C -1.01 1.82 -1.15
C -2.39 1.82 1.07
C -3.32 -3.72 -0.77
C 1.69 -2.31 -0.60
C 2.48 -0.57 1.59
C 2.31 0.50 -1.28
C -1.02 1.47 0.43
P -0.67 -0.47 0.67
P 1.56 -0.58 0.04
H -0.17 3.23 1.25
H 0.45 1.59 2.07
H 0.97 2.38 0.37
H -0.45 0.97 -1.60
H -0.53 2.88 -1.29
H -1.96 2.06 -1.60
H -3.13 1.33 0.40
H -2.45 1.28 2.03
H -2.66 2.91 1.15
H -3.03 -3.09 -1.63
H -3.47 -4.75 -1.01
H -3.41 -3.33 0.17
H 2.73 -2.66 -0.66
H 1.05 -2.45 -1.50
H 1.02 -2.77 0.12
H 2.73 0.43 1.80
H 3.41 -1.18 1.57
H 1.74 -1.04 2.15
H 1.64 0.75 -2.01
H 3.00 -0.14 -1.97
H 2.76 1.47 -0.89
```

Formally, the Löwdin partial charges of the atoms, in units of the elementary charge, are as follows: -0.17, -0.08, -0.12, 0.09, -0.23, -0.22, -0.21, -0.81, 0.95, 0.69, 0.09, 0.11, 0.06, 0.03, 0.12, 0.06, 0.08, 0.07, 0.11, 0.00, -0.03, -0.06, 0.07, 0.07, 0.02, 0.04, 0.09, 0.01, -0.02, 0.10, 0.08

The following is a DFT calculation (ωB97M-V/def2-TZVPD) of C8H22B2O27 as an isolated structure at a distorted geometry.

- Total charge: -2
- 2S+1: 1
- Highest occupied orbital energy: -4.7 eV

XYZ file:
```
59
C8H22B2O27 | the Open Molecules 2025 dataset | ωB97M-V/def2-TZVPD
O 1.72 0.99 -2.30
C 0.90 0.44 -1.57
O 1.20 -0.19 -0.59
B -0.08 -0.81 -0.06
O -1.12 -0.16 -0.88
C -0.57 0.60 -1.74
O -1.04 1.43 -2.42
O -0.26 -0.51 1.37
C -0.32 -1.64 1.94
O -0.71 -1.73 3.10
C -0.25 -2.68 1.02
O -0.05 -2.21 -0.12
O -0.16 -3.86 1.33
O -2.06 2.06 2.42
C -0.99 2.45 1.99
O -0.97 2.94 0.83
B 0.37 3.51 0.85
O 1.13 2.95 2.06
C 0.21 2.42 2.81
O 0.42 1.86 3.79
O 0.49 4.94 0.78
C 1.11 5.29 -0.23
O 1.53 6.42 -0.33
C 1.56 4.09 -0.88
O 1.09 3.06 -0.41
O 2.20 4.15 -1.98
O -0.84 -3.04 -2.76
H -1.00 -3.92 -2.42
H -1.56 -2.58 -2.43
O 3.98 1.23 -0.55
H 3.82 0.93 0.35
H 3.07 1.12 -0.83
O -3.57 0.49 -2.67
H -3.78 -0.39 -2.45
H -2.52 0.65 -2.68
O -1.53 -5.01 -0.89
H -1.68 -4.69 -0.03
H -2.22 -5.60 -1.18
O -1.09 -0.83 5.92
H -1.57 -1.41 6.42
H -1.19 -0.92 4.92
O -1.26 4.32 -2.56
H -0.91 4.59 -3.33
H -1.16 3.41 -2.42
O 2.16 -4.14 -1.66
H 2.11 -4.57 -0.81
H 1.69 -3.30 -1.82
O 1.81 -2.55 4.31
H 0.90 -2.54 4.07
H 2.26 -1.70 4.50
O 1.22 2.04 -4.52
H 1.39 1.70 -3.68
H 0.60 2.70 -4.90
O -3.99 1.32 0.33
H -3.52 0.95 -0.46
H -3.28 1.59 0.75
O 2.07 -5.39 0.62
H 1.31 -5.18 1.10
H 2.91 -5.06 0.98
```

Formally, the Löwdin partial charges of the atoms, in units of the elementary charge, are as follows: 0.13, -0.45, 0.33, -0.82, 0.29, -0.42, 0.18, 0.33, -0.41, 0.14, -0.42, 0.33, 0.13, 0.15, -0.46, 0.32, -0.80, 0.25, -0.50, 0.22, 0.30, -0.49, 0.14, -0.45, 0.26, 0.10, -0.01, 0.00, -0.02, -0.05, 0.03, -0.02, -0.09, -0.01, 0.06, -0.01, 0.01, 0.05, -0.05, -0.04, 0.05, 0.04, -0.02, -0.02, -0.08, -0.06, 0.03, -0.06, -0.03, 0.07, -0.08, -0.08, 0.05, -0.01, 0.03, -0.11, -0.01, -0.01, 0.08

The following is a DFT calculation (ωB97M-V/def2-TZVPD) of C8H22BrLiO4 as an isolated structure at a distorted geometry.

- Total charge: 0
- 2S+1: 1
- Highest occupied orbital energy: -8.8 eV

XYZ file:
```
36
C8H22BrLiO4 | the Open Molecules 2025 dataset | ωB97M-V/def2-TZVPD
Li 5.46 -11.96 10.03
Br 3.89 -11.21 9.62
C 5.23 -8.12 9.27
C 5.02 -8.30 10.75
C 4.63 -6.97 11.40
O 3.87 -9.24 10.93
H 5.67 -8.92 8.68
H 5.84 -7.23 9.12
H 4.29 -7.81 8.81
H 5.95 -8.66 11.18
H 4.73 -6.99 12.48
H 3.64 -6.66 11.08
H 5.20 -6.11 11.05
H 3.98 -9.88 10.21
C 4.05 -12.75 7.08
C 3.99 -11.22 6.66
C 3.64 -11.02 5.19
O 3.07 -10.54 7.50
H 3.10 -13.19 6.77
H 4.09 -12.91 8.15
H 4.91 -13.34 6.76
H 4.98 -10.80 6.84
H 4.43 -11.37 4.51
H 3.41 -10.00 4.89
H 2.84 -11.70 4.90
H 3.26 -10.62 8.44
C 1.00 -10.96 9.68
C 0.66 -12.37 9.20
O -0.11 -13.05 10.14
O 1.85 -11.07 10.78
H 0.08 -10.42 9.93
H 1.45 -10.35 8.90
H 1.58 -12.88 8.88
H 0.12 -12.24 8.26
H 0.42 -13.14 10.93
H 2.74 -11.11 10.43
```

Formally, the Löwdin partial charges of the atoms, in units of the elementary charge, are as follows: 0.58, 1.09, -0.08, -0.44, -0.06, -0.19, 0.06, 0.08, 0.10, 0.12, 0.08, 0.09, 0.07, -0.31, -0.10, -0.47, -0.05, -0.19, 0.08, -0.04, 0.07, 0.11, 0.08, 0.08, 0.07, -0.29, -0.27, -0.26, -0.04, -0.17, 0.13, 0.10, 0.10, 0.12, 0.08, -0.33

The following is a DFT calculation (ωB97M-V/def2-TZVPD) of C8H22Cl2N2O2Ti as an isolated structure at a distorted geometry.

- Total charge: -1
- 2S+1: 4
- Highest occupied orbital energy (alpha / beta): -0.1 / -5.1 eV

XYZ file:
```
37
C8H22Cl2N2O2Ti | the Open Molecules 2025 dataset | ωB97M-V/def2-TZVPD
Ti -2.08 1.14 -0.16
Cl -3.41 1.32 -2.53
Cl -4.04 1.58 1.55
C 1.31 4.32 -0.34
C 0.65 2.91 -0.28
C 1.51 2.06 0.68
O 1.74 0.75 0.28
C 2.55 0.68 -0.87
N -0.74 3.08 0.25
H 0.76 4.97 -1.03
H 2.37 4.24 -0.63
H 1.29 4.82 0.63
H 0.63 2.53 -1.30
H 0.95 2.03 1.62
H 2.47 2.55 0.88
H 3.22 -0.18 -0.83
H 3.17 1.57 -1.02
H 1.88 0.57 -1.74
H -0.64 3.41 1.22
H -1.11 3.91 -0.21
C -1.50 -2.00 -1.52
C -1.18 -2.25 -0.06
C 0.11 -3.06 0.08
O 0.31 -3.56 1.42
C -0.47 -4.66 1.69
N -0.99 -0.95 0.65
H -1.66 -2.96 -2.03
H -0.68 -1.52 -2.06
H -2.42 -1.43 -1.61
H -2.01 -2.75 0.44
H 0.96 -2.40 -0.14
H 0.27 -3.92 -0.59
H -0.04 -5.62 1.35
H -1.50 -4.59 1.31
H -0.63 -4.88 2.75
H -1.02 -1.05 1.66
H -0.03 -0.65 0.49
```

Formally, the Löwdin partial charges of the atoms, in units of the elementary charge, are as follows: 0.22, -0.48, -0.46, -0.09, -0.40, -0.23, -0.21, -0.14, -0.05, 0.07, 0.07, 0.07, 0.10, 0.12, 0.11, 0.08, 0.08, 0.07, 0.08, 0.08, -0.09, -0.40, -0.19, -0.18, -0.17, -0.01, 0.08, 0.06, 0.04, 0.13, 0.12, 0.13, 0.09, 0.08, 0.09, 0.09, 0.04

The following is a DFT calculation (ωB97M-V/def2-TZVPD) of C8H22ClMgN4O4 as an isolated structure at a distorted geometry.

- Total charge: -1
- 2S+1: 1
- Highest occupied orbital energy: -5.0 eV

XYZ file:
```
40
C8H22ClMgN4O4 | the Open Molecules 2025 dataset | ωB97M-V/def2-TZVPD
Mg 30.28 13.11 -8.79
C 28.21 15.77 -6.38
C 28.24 15.39 -7.90
C 27.93 16.60 -8.77
O 29.43 14.82 -8.25
H 27.54 15.14 -5.81
H 27.94 16.82 -6.17
H 29.25 15.70 -6.04
H 27.42 14.64 -7.97
H 27.81 16.35 -9.83
H 28.80 17.26 -8.79
H 27.05 17.12 -8.39
C 29.12 9.31 -7.28
C 28.77 10.74 -7.61
C 28.68 11.60 -6.34
O 29.65 11.28 -8.54
H 29.30 8.72 -8.19
H 28.30 8.79 -6.76
H 30.02 9.16 -6.68
H 27.72 10.76 -8.00
H 28.06 12.49 -6.42
H 29.69 11.85 -5.97
H 28.24 10.99 -5.53
Cl 32.57 13.41 -8.71
C 29.38 13.29 -11.74
O 29.84 13.09 -10.63
N 28.42 14.24 -11.94
N 29.85 12.60 -12.82
H 28.05 14.63 -11.08
H 27.96 14.37 -12.82
H 29.44 12.73 -13.73
H 30.38 11.79 -12.55
C 30.99 9.46 -11.44
O 31.49 8.75 -12.30
N 29.70 9.28 -10.97
N 31.57 10.53 -10.83
H 29.18 8.47 -11.24
H 29.37 9.91 -10.25
H 31.32 10.78 -9.88
H 32.43 10.91 -11.18
```

Formally, the Löwdin partial charges of the atoms, in units of the elementary charge, are as follows: 0.31, -0.07, -0.63, -0.08, -0.33, 0.05, 0.05, 0.07, 0.11, 0.04, 0.08, 0.06, -0.08, -0.60, -0.06, -0.34, 0.06, 0.07, 0.08, 0.12, 0.06, 0.08, 0.07, -0.18, -0.59, -0.02, 0.19, 0.19, 0.09, 0.09, 0.09, 0.09, -0.69, 0.00, 0.15, 0.15, 0.09, 0.07, 0.05, 0.10

The following is a DFT calculation (ωB97M-V/def2-TZVPD) of C8H22IN2O2 as an isolated structure at a distorted geometry.

- Total charge: -1
- 2S+1: 1
- Highest occupied orbital energy: -3.0 eV

XYZ file:
```
35
C8H22IN2O2 | the Open Molecules 2025 dataset | ωB97M-V/def2-TZVPD
I 2.20 -1.01 0.76
C -0.75 -2.60 1.78
C -1.24 -1.37 0.93
C -1.21 -0.03 1.75
O -1.57 1.08 0.92
C -1.27 2.32 1.60
N -0.37 -1.28 -0.16
H -1.34 -2.80 2.68
H 0.26 -2.48 2.16
H -0.88 -3.49 1.16
H -2.25 -1.51 0.54
H -0.18 0.07 2.09
H -1.82 -0.04 2.65
H -0.20 2.39 1.78
H -1.74 2.38 2.59
H -1.69 3.10 0.96
H 0.55 -1.33 0.25
H -0.49 -2.21 -0.55
C 2.35 2.07 -0.83
C 0.94 1.51 -1.07
C 0.85 0.23 -1.93
O -0.48 -0.28 -2.05
C -0.60 -1.56 -2.69
N 0.33 1.24 0.21
H 2.99 1.34 -0.33
H 2.20 3.01 -0.31
H 2.89 2.25 -1.75
H 0.40 2.33 -1.53
H 1.45 -0.55 -1.45
H 1.22 0.43 -2.94
H -0.03 -2.30 -2.13
H -0.37 -1.57 -3.76
H -1.65 -1.85 -2.69
H 0.92 0.49 0.53
H 0.59 2.00 0.82
```

Formally, the Löwdin partial charges of the atoms, in units of the elementary charge, are as follows: 0.57, -0.09, -0.40, -0.19, -0.24, -0.11, -0.13, 0.05, 0.00, 0.06, 0.13, 0.08, 0.11, 0.07, 0.07, 0.09, -0.33, 0.05, -0.11, -0.41, -0.22, -0.25, -0.12, -0.10, -0.02, 0.07, 0.06, 0.13, -0.02, 0.11, 0.07, 0.07, 0.08, -0.19, 0.04